{
  "formula": "C43H56CrN3OP2Si2",
  "method": "ωB97M-V/def2-TZVPD",
  "e_lumo_ev": [-6.15, -6.17],
  "homo_lumo_gap_ev": [7.41, 7.55],
  "spin_multiplicity": 4,
  "fmax_ev_per_a": 1.12,
  "charge": 2,
  "homo_energy_ev": [-13.5569, -13.7199],
  "total_energy_ev": -114761.3862,
  "species": ["Cr", "C", "C", "C", "C", "C", "C", "C", "C", "C", "C", "C", "C", "H", "H", "H", "H", "H", "H", "H", "H", "H", "H", "H", "H", "H", "H", "H", "H", "H", "H", "C", "Si", "C", "C", "N", "P", "C", "P", "N", "Si", "C", "C", "C", "C", "C", "C", "C", "C", "C", "C", "C", "C", "C", "C", "C", "C", "C", "C", "C", "C", "C", "C", "C", "C", "C", "C", "C", "H", "H", "H", "H", "H", "H", "H", "H", "H", "H", "H", "H", "H", "H", "H", "H", "H", "H", "H", "H", "H", "H", "H", "H", "H", "H", "H", "H", "H", "H", "H", "H", "H", "H", "H", "H", "H", "H", "O", "N"],
  "xyz": [[-0.039248, -0.828094, 1.296427], [0.512097, -4.142568, 1.326238], [1.449615, -2.968502, 1.486267], [1.368440, -2.129034, 2.626103], [0.604097, -2.555218, 3.862798], [2.163018, -0.960363, 2.709887], [2.114807, -0.137514, 3.973012], [3.125623, -0.708144, 1.713385], [4.032541, 0.486068, 1.794981], [3.358474, -1.664247, 0.715576], [4.593380, -1.545029, -0.132407], [2.514465, -2.775467, 0.581130], [2.853500, -3.822654, -0.441525], [0.944255, -5.056354, 1.739188], [0.284523, -4.320195, 0.276134], [-0.438978, -3.972811, 1.828141], [-0.069758, -1.793726, 4.255652], [1.334761, -2.749334, 4.651525], [0.035058, -3.464462, 3.710607], [2.805470, -0.557322, 4.709319], [1.127035, -0.131769, 4.424545], [2.406084, 0.896226, 3.814681], [4.173426, 0.940402, 0.815350], [5.020078, 0.189174, 2.151384], [3.665627, 1.253450, 2.467135], [5.459842, -1.893566, 0.433655], [4.801679, -0.517293, -0.417019], [4.538915, -2.139976, -1.037657], [2.885832, -3.410999, -1.448134], [2.159294, -4.653181, -0.443539], [3.846078, -4.223834, -0.231043], [-0.172660, 5.051999, 0.737403], [0.731329, 3.780689, 1.743670], [0.184115, 3.806846, 3.512407], [2.591671, 3.858975, 1.599280], [0.279918, 2.067886, 0.984593], [0.371433, 1.453235, -0.721196], [0.189937, -0.217565, -0.645584], [-1.314675, -1.026156, -0.961354], [-1.798245, -1.207932, 0.599053], [-3.274684, -1.505222, 1.546539], [-4.535377, -2.476511, 0.570319], [-3.924423, 0.155873, 2.135618], [-2.802961, -2.477451, 3.065859], [-0.958659, -2.611747, -1.729904], [0.257082, -2.847381, -2.355255], [0.487635, -4.061551, -2.988203], [-0.487515, -5.043841, -2.980108], [-1.708329, -4.811462, -2.354202], [-1.948029, -3.595376, -1.742466], [-2.547518, -0.323439, -2.069289], [-3.719253, 0.261205, -1.608894], [-4.694588, 0.673618, -2.504827], [-4.489953, 0.523084, -3.866925], [-3.310866, -0.040488, -4.337055], [-2.348673, -0.473909, -3.443983], [-0.862371, 2.485242, -1.504934], [-2.020236, 2.842543, -0.813717], [-2.974139, 3.636882, -1.424498], [-2.786126, 4.057054, -2.734182], [-1.647900, 3.684379, -3.432778], [-0.680655, 2.907146, -2.819553], [1.956379, 1.969477, -1.354885], [2.246510, 3.312780, -1.600977], [3.458884, 3.665923, -2.160638], [4.378793, 2.678859, -2.501241], [4.083620, 1.343697, -2.285486], [2.872030, 0.984751, -1.713919], [0.011691, 5.019940, -0.332858], [0.170916, 6.021980, 1.099526], [-1.247311, 5.009544, 0.895442], [0.542111, 4.764556, 3.898630], [0.625170, 3.022205, 4.120613], [-0.894808, 3.779567, 3.634789], [3.018100, 3.909164, 2.600418], [2.888873, 4.760538, 1.069945], [3.044495, 3.015878, 1.081735], [-4.732900, -2.096992, -0.429818], [-5.477774, -2.451510, 1.116475], [-4.245646, -3.523652, 0.491461], [-4.025457, 0.911621, 1.358392], [-3.263235, 0.562296, 2.902565], [-4.904346, 0.035152, 2.595571], [-2.431724, -3.474273, 2.833993], [-3.674760, -2.597479, 3.705678], [-2.059932, -1.958470, 3.666754], [1.013160, -2.072896, -2.346729], [1.429026, -4.239768, -3.489231], [-0.305293, -5.988823, -3.469282], [-2.473211, -5.573740, -2.357400], [-2.909686, -3.409841, -1.284223], [-3.881690, 0.395112, -0.550237], [-5.612986, 1.108587, -2.138468], [-5.253471, 0.836859, -4.564038], [-3.154132, -0.162508, -5.399225], [-1.453118, -0.953774, -3.818107], [-2.180254, 2.508142, 0.204040], [-3.864465, 3.924119, -0.883477], [-3.529541, 4.680154, -3.209196], [-1.507883, 4.010416, -4.452753], [0.217373, 2.639902, -3.363493], [1.525225, 4.083656, -1.372841], [3.683875, 4.705924, -2.350074], [5.319807, 2.957085, -2.954302], [4.788455, 0.578355, -2.578447], [2.612768, -0.052734, -1.554115], [-0.432890, 1.131168, 2.873540], [-0.086021, 1.058777, 1.698223]],
  "forces_ev_per_angstrom": [[0.4, -0.2, -0.7], [0.0, 0.0, 0.0], [0.1, 0.0, 0.1], [0.0, -0.1, 0.1], [0.0, 0.0, 0.0], [-0.1, 0.0, -0.1], [0.0, 0.0, 0.1], [-0.1, 0.0, 0.0], [0.0, 0.0, 0.0], [-0.1, -0.1, 0.0], [0.0, 0.1, -0.1], [0.0, 0.1, 0.1], [0.0, 0.0, 0.0], [0.0, 0.0, 0.0], [0.0, 0.0, 0.0], [0.0, 0.0, 0.0], [0.0, 0.0, 0.0], [0.0, 0.0, 0.0], [0.0, 0.0, 0.0], [0.0, 0.0, 0.0], [0.0, 0.0, 0.0], [0.0, 0.0, 0.0], [0.0, 0.0, 0.0], [0.1, 0.0, 0.0], [0.0, 0.0, 0.0], [0.0, 0.0, 0.0], [0.0, 0.0, 0.0], [0.0, 0.0, 0.0], [0.0, 0.0, -0.1], [0.0, 0.0, 0.0], [0.0, 0.0, 0.0], [0.1, -0.1, 0.1], [-0.1, -0.1, -0.1], [0.1, 0.1, -0.1], [-0.2, -0.1, 0.0], [0.1, 0.1, -0.2], [0.0, 0.3, 0.1], [-0.3, 0.0, 0.3], [-0.1, 0.0, 0.0], [0.0, -0.2, 0.0], [-0.1, 0.1, -0.1], [0.1, 0.1, 0.1], [0.1, -0.1, 0.0], [0.0, 0.1, -0.1], [0.0, 0.0, 0.1], [0.0, 0.0, 0.0], [0.0, 0.0, 0.0], [-0.1, 0.0, 0.0], [0.0, 0.0, 0.0], [0.0, 0.0, 0.0], [0.0, -0.1, 0.0], [-0.1, 0.0, 0.1], [0.1, 0.0, 0.0], [0.0, 0.0, 0.0], [0.0, 0.0, 0.0], [0.1, 0.0, 0.0], [0.0, 0.0, 0.1], [0.0, 0.0, 0.0], [0.1, -0.1, 0.0], [0.0, 0.0, 0.0], [0.0, 0.0, 0.0], [0.1, -0.1, -0.1], [0.0, 0.0, -0.1], [0.1, 0.0, 0.0], [0.0, 0.0, 0.0], [0.0, 0.1, 0.0], [0.0, -0.1, 0.0], [0.0, 0.0, 0.0], [0.0, 0.0, -0.1], [0.0, 0.1, 0.0], [-0.1, 0.0, 0.0], [0.0, 0.1, 0.1], [0.1, 0.0, 0.0], [-0.1, 0.0, 0.0], [0.1, 0.0, 0.1], [0.0, 0.1, -0.1], [-0.1, 0.0, 0.0], [0.0, 0.1, -0.1], [-0.1, 0.0, 0.1], [0.0, -0.1, 0.0], [0.0, 0.0, 0.0], [0.1, 0.0, 0.0], [-0.1, 0.0, 0.1], [0.0, -0.1, 0.0], [-0.2, 0.0, 0.0], [0.1, 0.1, 0.1], [0.0, 0.0, 0.0], [0.0, 0.0, 0.0], [0.0, -0.1, 0.0], [0.0, -0.1, 0.0], [0.0, 0.0, 0.0], [0.0, 0.0, 0.0], [-0.1, 0.0, 0.0], [0.0, 0.0, 0.0], [0.0, 0.0, 0.0], [0.0, 0.0, 0.0], [0.0, 0.0, 0.1], [0.0, 0.0, 0.0], [0.0, 0.0, 0.0], [0.0, 0.0, -0.1], [0.0, 0.0, 0.0], [0.0, 0.0, 0.0], [0.0, 0.0, 0.0], [0.0, 0.0, 0.0], [0.0, 0.0, 0.0], [0.0, -0.1, 0.0], [0.2, 0.2, -0.6], [-0.4, 0.1, 1.1]],
  "mulliken_charge": [-2.5526, -1.6981, 1.4353, -0.0635, -2.3624, 1.5361, -1.9719, 1.6242, -1.8265, 0.7127, -2.1137, 1.4918, -2.4452, 0.5364, 0.1888, -0.1447, 0.3472, 0.3711, 0.3480, 0.4001, 0.3873, 0.3623, 0.2406, 0.4267, 0.2804, 0.3952, 0.4692, 0.4359, 0.3490, 0.4448, 0.5339, -1.0548, 0.4191, -1.1655, -0.7531, -0.3184, 1.9240, -0.4216, 1.9569, 1.0795, 0.2854, -1.2355, -1.0762, -1.1715, 0.0353, 0.1825, -0.7280, -0.7648, -0.7847, -0.7447, 1.3595, -0.1597, -0.8810, -0.7580, -0.8000, -1.0959, 0.9303, -0.1410, -1.0657, -0.7754, -0.9096, -1.0493, 0.2707, -0.1464, -0.8738, -1.0138, -0.5838, -0.7331, 0.2334, 0.5235, 0.3318, 0.4106, 0.2822, 0.3403, 0.5384, 0.4114, -0.1008, 0.3939, 0.4754, 0.3667, 0.3357, 0.2933, 0.5316, 0.2895, 0.4866, 0.1511, 0.4853, 0.5217, 0.4154, 0.4925, 0.3319, 0.3237, 0.4829, 0.4573, 0.5018, 0.4610, 0.5492, 0.5385, 0.4708, 0.4895, 0.5594, 0.3841, 0.5057, 0.4348, 0.4871, 0.5219, -0.7331, 1.6478]
}